No. 1
{
  "formula": "C5H15BrNO2",
  "method": "wB97M-V/def2-TZVPD",
  "charge": -1,
  "largest_force_ev_per_a": 0.6,
  "multiplicity": 1,
  "homo_lumo_gap_ev": 7.91,
  "energy_ev": -81057.9238,
  "homo_energy_ev": -4.45,
  "species": ["Br", "C", "O", "H", "H", "H", "H", "C", "C", "C", "O", "C", "N", "H", "H", "H", "H", "H", "H", "H", "H", "H", "H", "H"],
  "coordinates": [[1.950, 1.316, -2.597], [-0.455, -1.182, -3.713], [-0.680, -0.683, -2.411], [-0.373, -0.375, -4.445], [0.477, -1.766, -3.768], [-1.280, -1.856, -3.948], [0.033, -0.033, -2.240], [-0.312, 1.836, 2.505], [0.716, 1.103, 1.643], [0.088, -0.050, 0.899], [-0.194, -1.082, 1.836], [-0.767, -2.198, 1.202], [1.349, 2.045, 0.711], [0.040, 2.848, 2.722], [-0.441, 1.343, 3.472], [-1.284, 1.882, 2.011], [1.463, 0.660, 2.309], [0.807, -0.434, 0.163], [-0.838, 0.269, 0.409], [-0.292, -2.403, 0.232], [-1.842, -2.059, 1.016], [-0.629, -3.064, 1.853], [1.869, 1.489, 0.024], [0.594, 2.396, 0.114]]
}

No. 2
{
  "formula": "C4H36N2O15",
  "method": "wB97M-V/def2-TZVPD",
  "charge": 0,
  "largest_force_ev_per_a": 2.9,
  "multiplicity": 1,
  "homo_lumo_gap_ev": 9.19,
  "energy_ev": -38426.0050,
  "homo_energy_ev": -9.14,
  "species": ["C", "C", "C", "N", "N", "C", "O", "O", "H", "H", "H", "H", "H", "H", "H", "H", "H", "H", "H", "H", "O", "H", "H", "O", "H", "H", "O", "H", "H", "O", "H", "H", "O", "H", "H", "O", "H", "H", "O", "H", "H", "O", "H", "H", "O", "H", "H", "O", "H", "H", "O", "H", "H", "O", "H", "H", "O"],
  "coordinates": [[-0.213, -1.423, 0.432], [-1.517, -1.424, 1.319], [-2.624, -0.552, 0.719], [-3.022, -1.060, -0.585], [0.757, -0.521, 1.126], [1.933, -0.185, 0.487], [2.544, -1.230, -0.108], [2.518, 0.875, 0.325], [-0.433, -1.240, -0.586], [0.087, -2.464, 0.429], [-1.222, -1.053, 2.317], [-1.746, -2.443, 1.585], [-3.382, -0.272, 1.428], [-2.148, 0.457, 0.511], [-3.625, -1.884, -0.560], [-2.274, -1.205, -1.235], [0.237, 0.263, 1.516], [2.321, -2.118, 0.240], [-1.790, 2.362, 2.173], [-1.464, 1.786, 3.656], [-1.346, 1.671, 2.713], [0.065, 3.644, -2.635], [-1.116, 2.737, -2.005], [-0.241, 2.763, -2.424], [0.919, 1.501, -4.493], [0.067, 1.342, -3.271], [0.351, 0.838, -4.078], [1.547, -3.900, 1.584], [2.249, -4.331, 0.308], [2.332, -3.703, 1.037], [-2.601, 3.210, 0.328], [-1.439, 3.800, 1.022], [-2.394, 3.664, 1.168], [0.380, -3.768, 3.707], [0.842, -2.541, 3.035], [0.146, -3.240, 2.929], [2.763, 3.194, -1.792], [2.212, 2.481, -0.482], [1.977, 3.023, -1.268], [1.018, 3.960, 0.106], [0.687, 3.143, 1.343], [0.456, 3.971, 0.895], [-0.650, -4.383, 0.280], [-0.014, -4.633, 1.718], [-0.254, -5.040, 0.863], [-0.464, -1.506, -5.383], [0.227, -0.935, -4.282], [-0.327, -1.733, -4.450], [3.922, 1.037, -2.767], [2.446, 1.014, -2.460], [3.073, 1.283, -3.149], [2.251, -1.417, 4.169], [2.965, -2.300, 3.108], [2.493, -2.326, 3.958], [-3.709, 3.048, -1.672], [-2.940, 4.351, -1.333], [-2.828, 3.409, -1.516]]
}

No. 3
{
  "formula": "C18H54O9",
  "method": "wB97M-V/def2-TZVPD",
  "charge": 0,
  "largest_force_ev_per_a": 3.5,
  "multiplicity": 1,
  "homo_lumo_gap_ev": 10.19,
  "smiles": "CC(C)O.CC(C)O.CC(C)O.CC(C)O.CC(C)O.CO.CO.CO.O",
  "energy_ev": -37966.6217,
  "homo_energy_ev": -9.68,
  "species": ["C", "C", "C", "O", "H", "H", "H", "H", "H", "H", "H", "H", "C", "C", "C", "O", "H", "H", "H", "H", "H", "H", "H", "H", "C", "C", "C", "O", "H", "H", "H", "H", "H", "H", "H", "H", "C", "C", "C", "O", "H", "H", "H", "H", "H", "H", "H", "H", "C", "C", "C", "O", "H", "H", "H", "H", "H", "H", "H", "H", "C", "O", "H", "H", "H", "H", "C", "O", "H", "H", "H", "H", "C", "O", "H", "H", "H", "H", "O", "H", "H"],
  "coordinates": [[-3.779, -2.266, 2.250], [-5.019, -1.679, 1.541], [-6.316, -1.918, 2.351], [-4.958, -0.289, 1.294], [-3.961, -3.339, 2.373], [-3.453, -1.816, 3.164], [-2.910, -2.205, 1.592], [-5.024, -2.244, 0.570], [-7.137, -1.390, 1.901], [-6.100, -1.531, 3.343], [-6.485, -2.985, 2.508], [-4.341, -0.027, 0.590], [4.826, 1.035, 1.132], [4.534, 2.469, 0.552], [4.638, 2.409, -0.956], [3.272, 2.858, 1.003], [5.923, 0.844, 0.980], [4.212, 0.342, 0.517], [4.449, 1.030, 2.189], [5.321, 3.226, 0.886], [4.053, 1.585, -1.348], [5.705, 2.262, -1.090], [4.297, 3.285, -1.496], [3.341, 3.162, 1.897], [-3.218, -2.905, -2.637], [-2.077, -2.186, -3.279], [-2.399, -0.972, -4.165], [-1.210, -1.615, -2.199], [-3.903, -3.301, -3.392], [-3.845, -2.288, -2.000], [-2.910, -3.680, -1.936], [-1.417, -2.931, -3.716], [-1.664, -0.619, -4.898], [-2.510, -0.097, -3.475], [-3.355, -1.032, -4.622], [-1.714, -0.871, -1.807], [-0.021, 3.489, 0.737], [0.516, 4.781, 0.046], [0.832, 5.764, 1.097], [1.631, 4.510, -0.835], [0.840, 3.097, 1.315], [-0.312, 2.658, 0.006], [-0.804, 3.613, 1.427], [-0.259, 5.130, -0.731], [1.355, 5.164, 1.898], [-0.029, 6.243, 1.582], [1.458, 6.602, 0.754], [2.278, 3.914, -0.375], [1.711, -4.047, 1.509], [1.254, -3.284, 0.309], [1.694, -4.090, -0.919], [-0.133, -3.183, 0.231], [1.553, -3.630, 2.489], [2.752, -4.315, 1.490], [1.204, -5.023, 1.476], [1.850, -2.377, 0.219], [2.771, -4.215, -0.763], [1.457, -3.498, -1.839], [1.008, -4.935, -1.038], [-0.414, -2.646, -0.459], [-2.312, 1.781, -1.738], [-2.216, 0.487, -1.224], [-2.071, 2.501, -0.982], [-1.670, 1.884, -2.639], [-3.347, 1.976, -2.083], [-1.488, 0.519, -0.527], [2.267, -0.865, -2.484], [1.111, -0.147, -2.045], [3.197, -0.589, -2.057], [2.008, -1.898, -2.582], [2.485, -0.567, -3.504], [0.341, -0.722, -2.270], [1.978, 0.700, 3.724], [2.677, 1.883, 3.945], [2.345, -0.181, 4.261], [0.870, 0.789, 4.006], [2.108, 0.390, 2.638], [2.628, 2.060, 4.905], [-0.211, 0.286, 0.532], [-0.217, -0.528, 1.012], [0.461, 0.194, -0.132]]
}

The evaluated energy relative to the best compared isomer or geometry (same formula, charge and spin) for the records listed, in turn: 0.0, 323.8, 313.0 kJ/mol.